(1)
Here is the molecule C10H15N3OS2 from the Open Molecules 2025 dataset. Energies are from ωB97M-V/def2-TZVPD.

Calculated values
SMILES ... Cc1nnc(SCC(=O)N2CCCCC2)s1
HOMO energy ... -8.623 eV
Frontier orbital gap ... 9.156 eV
F_max ... 1.788 eV/Å
E_LUMO ... 0.533 eV
Net charge ... 0

The geometry in XYZ format:
```
31
Properties=species:S:1:pos:R:3:mulliken_charge:R:1
C -5.54 -0.53 -1.09 -0.9612
C -4.33 -0.05 -0.40 0.5455
N -3.91 1.15 -0.40 -0.6580
N -2.80 1.37 0.28 0.0054
C -2.33 0.30 0.84 0.3987
S -0.92 0.23 1.82 -0.1471
C -0.11 1.80 1.37 -1.0570
H -0.91 2.52 1.17 0.4459
H 0.48 2.11 2.23 0.5227
C 0.73 1.66 0.10 0.9505
O 0.41 2.26 -0.90 -0.6518
N 1.82 0.87 0.16 0.1013
C 2.27 0.07 1.28 -1.0182
H 1.71 0.29 2.18 0.4446
C 2.15 -1.42 0.94 -0.3273
C 2.94 -1.73 -0.33 -0.7507
C 2.47 -0.83 -1.47 -0.5458
C 2.59 0.64 -1.05 -0.8999
H 2.20 1.30 -1.82 0.4007
H 3.64 0.89 -0.85 0.3470
H 3.06 -1.00 -2.36 0.3489
H 1.43 -1.05 -1.70 0.2982
H 2.81 -2.78 -0.61 0.3467
H 4.01 -1.56 -0.15 0.3082
H 2.53 -2.01 1.78 0.3545
H 1.10 -1.67 0.79 0.1791
H 3.33 0.31 1.46 0.3418
S -3.29 -1.14 0.53 -0.1892
H -6.23 -0.98 -0.38 0.2924
H -5.28 -1.29 -1.83 0.2836
H -6.03 0.30 -1.58 0.2904
```



(2)
Here is a structure of composition C23H34FeGeIN2O2 from the Open Molecules 2025 dataset. Energies are from ωB97M-V/def2-TZVPD.

Calculated values
HOMO energy (alpha / beta) ... -11.069 / -11.257 eV
Frontier orbital gap (alpha / beta) ... 7.534 / 7.572 eV
F_max ... 0.851 eV/Å
Multiplicity ... 5
E_LUMO (alpha / beta) ... -3.535 / -3.685 eV
Net charge ... +1

The geometry in XYZ format:
```
64
Properties=species:S:1:pos:R:3:mulliken_charge:R:1
Fe 0.56 0.87 0.69 0.2034
C -3.81 -0.36 0.32 -0.9414
C -3.51 1.10 0.18 0.4887
N -4.51 1.95 0.11 -0.6053
C -4.26 3.26 -0.02 -0.9734
C -3.00 3.80 -0.09 0.8257
C -2.84 5.29 -0.21 -0.9468
O -2.11 5.70 -1.37 -0.5321
C -1.89 2.92 -0.03 -0.7316
C -0.57 3.46 -0.20 0.6229
N 0.56 2.82 -0.18 -0.1487
C 1.75 3.55 -0.51 0.8458
C 1.80 4.94 -0.63 -0.5781
C 2.97 5.59 -0.95 -0.8709
C 4.14 4.87 -1.18 -0.6265
C 4.11 3.50 -1.09 -0.7199
C 2.93 2.84 -0.76 0.2925
I 3.00 0.75 -0.73 0.2299
C -2.16 1.54 0.13 0.3899
O -1.20 0.64 0.22 -0.1513
H -4.89 -0.49 0.33 0.3895
H -3.39 -0.76 1.24 0.2010
H -3.39 -0.94 -0.51 0.2566
H -5.14 3.89 -0.06 0.3660
H -2.28 5.69 0.64 0.3539
H -3.83 5.76 -0.19 0.4147
H -2.66 5.55 -2.15 0.3204
H -0.57 4.51 -0.43 0.5165
H 0.92 5.55 -0.46 0.4307
H 2.97 6.67 -1.03 0.4055
H 5.05 5.39 -1.43 0.4019
H 5.01 2.92 -1.28 0.3860
C 1.23 -5.04 1.40 -0.6447
C -0.03 -5.05 2.25 -0.6230
C -1.03 -3.95 1.90 -0.5776
C -0.53 -2.53 2.18 -0.8312
Ge 0.65 -1.79 0.81 -0.0013
C 0.00 -1.80 -1.05 -0.2076
C 0.27 -3.12 -1.78 -0.8394
C 1.75 -3.40 -2.00 -0.0942
C 1.99 -4.69 -2.76 -1.4437
H 1.83 -5.94 1.58 0.4833
H 1.89 -4.19 1.63 0.1356
H 1.00 -5.01 0.33 0.0328
H 0.24 -4.96 3.31 0.3017
H -0.53 -6.02 2.14 0.3683
H -1.94 -4.11 2.49 0.4138
H -1.34 -4.05 0.85 0.2309
H -0.06 -2.48 3.16 0.5827
H -1.37 -1.84 2.18 0.3605
H 2.17 -1.90 0.97 0.0567
H 0.48 -0.98 -1.60 0.4622
H -1.07 -1.57 -1.02 0.0965
H -0.24 -3.09 -2.74 0.5162
H -0.18 -3.96 -1.24 0.1874
H 2.28 -3.44 -1.04 0.2419
H 2.19 -2.56 -2.55 0.3774
H 1.58 -5.54 -2.21 0.2991
H 3.05 -4.88 -2.91 0.3836
H 1.51 -4.67 -3.74 0.3620
C 1.05 -0.03 2.51 -1.3439
H 1.61 -0.93 2.70 0.4604
H 0.12 -0.06 3.07 0.3289
H 1.67 0.82 2.83 0.4090
```



(3)
Here is the molecule C4H12N2 from the Open Molecules 2025 dataset. Energies are from ωB97M-V/def2-TZVPD.

Calculated values
SMILES ... NCCCCN
HOMO energy ... -8.952 eV
Frontier orbital gap ... 10.113 eV
F_max ... 2.520 eV/Å
E_LUMO ... 1.161 eV
Net charge ... 0

The geometry in XYZ format:
```
18
Properties=species:S:1:pos:R:3:mulliken_charge:R:1
C -1.01 0.75 -1.64 -0.4955
N -2.29 0.33 -1.06 -0.5008
C 0.20 0.13 -0.85 -0.5636
C 0.02 0.41 0.65 -0.6120
C 1.13 -0.07 1.55 -0.5914
N 1.33 -1.53 1.44 -0.6693
H -0.75 1.82 -1.62 0.2479
H -0.89 0.45 -2.69 0.3082
H -2.20 -0.24 -0.23 0.2259
H -2.93 -0.12 -1.69 0.2398
H 0.99 0.80 -1.23 0.2537
H 0.50 -0.85 -1.19 0.3536
H -0.91 0.05 1.07 0.3319
H -0.19 1.49 0.75 0.3054
H 2.13 0.29 1.28 0.3331
H 1.02 0.06 2.63 0.3906
H 1.92 -1.93 2.16 0.2390
H 1.94 -1.85 0.68 0.2036
```



(4)
Here is a cluster of 2 separate species, C5H12NO2 in total from the Open Molecules 2025 dataset. Energies are from ωB97M-V/def2-TZVPD.

Calculated values
HOMO energy ... -3.201 eV
Frontier orbital gap ... 7.353 eV
F_max ... 4.886 eV/Å
E_LUMO ... 4.152 eV
Net charge ... -1

The geometry in XYZ format:
```
20
Properties=species:S:1:pos:R:3:mulliken_charge:R:1
C 1.54 -0.03 0.90 -0.6039
O 1.16 0.87 -0.06 -0.7785
C 0.40 -1.12 0.99 -0.1258
C -0.85 -0.59 1.55 -1.1992
C -1.58 0.62 0.71 -0.2965
C -1.47 0.65 -1.71 -0.2526
N -2.06 0.29 -0.57 -0.5220
H 2.53 -0.54 0.70 0.2386
H 1.35 0.77 1.80 0.2771
H 0.51 -2.09 1.59 0.2602
H 0.06 -1.38 -0.03 0.1867
H -0.68 -0.21 2.51 0.4364
H -1.61 -1.32 1.62 0.4614
H -0.83 1.46 0.79 0.2945
H -2.62 0.71 1.36 0.2891
H -1.79 0.11 -2.62 0.2695
H -0.57 1.30 -1.74 0.2606
H 1.36 0.05 -1.24 0.2817
H 2.67 0.06 -1.84 0.2780
O 2.07 -0.64 -1.63 -0.7553
```



(5)
Here is the ion C4H11OS with charge +1 from the Open Molecules 2025 dataset. Energies are from ωB97M-V/def2-TZVPD.

Calculated values
HOMO energy ... -15.155 eV
Frontier orbital gap ... 10.876 eV
F_max ... 5.155 eV/Å
E_LUMO ... -4.278 eV
Net charge ... +1

The geometry in XYZ format:
```
17
Properties=species:S:1:pos:R:3:mulliken_charge:R:1
C -2.16 -0.47 -0.39 -1.0998
C 0.73 1.25 -1.17 -0.9952
C 1.72 0.37 1.37 -1.0953
C -1.15 -1.07 0.39 -0.4073
O 1.45 -1.28 -0.74 -0.5853
S 0.76 -0.21 -0.07 0.9379
H -2.18 0.54 -0.25 0.3579
H -2.03 -0.83 -1.43 0.3228
H -3.18 -0.77 -0.09 0.3756
H -0.11 1.93 -1.02 0.3510
H 0.65 0.58 -2.06 0.3750
H 1.69 1.67 -1.12 0.4272
H 1.94 -0.52 1.97 0.3724
H 1.23 1.09 1.94 0.4111
H 2.66 0.72 1.02 0.4268
H -0.87 -2.01 0.11 0.4051
H -1.13 -0.97 1.53 0.4202
```



(6)
Here is a structure of composition C12H35CdO6S5 from the Open Molecules 2025 dataset. Energies are from ωB97M-V/def2-TZVPD.

Calculated values
HOMO energy (alpha / beta) ... -14.650 / -14.642 eV
Frontier orbital gap (alpha / beta) ... 10.535 / 6.875 eV
F_max ... 5.472 eV/Å
Multiplicity ... 2
E_LUMO (alpha / beta) ... -4.115 / -7.767 eV
Net charge ... +2

The geometry in XYZ format:
```
59
Properties=species:S:1:pos:R:3:mulliken_charge:R:1
Cd -0.26 -0.01 -0.48 1.5565
C -3.37 0.64 -3.67 -1.2670
C -2.94 0.40 -2.22 0.1680
O -1.58 0.62 -1.97 -0.2112
H -2.84 -0.06 -4.32 0.3003
H -3.14 1.63 -4.05 0.3492
H -4.45 0.51 -3.72 0.3991
H -3.14 -0.65 -2.02 0.0895
H -3.66 0.85 -1.54 0.2183
C 2.72 3.28 0.22 -0.9253
S 1.20 3.08 -0.80 0.2477
O 0.81 1.66 -0.42 -0.1398
C 0.18 4.35 0.13 -0.8771
H 3.21 4.24 0.04 0.4401
H 3.42 2.51 -0.08 0.1949
H 2.54 3.23 1.30 0.3061
H -0.85 4.08 -0.11 0.2114
H 0.32 5.42 -0.03 0.4496
H 0.20 4.10 1.19 0.2903
C 0.16 -4.22 0.04 -0.7264
S -1.42 -3.38 -0.24 0.3207
O -1.05 -1.89 0.01 -0.5869
C -1.59 -3.51 -2.11 -0.8218
H 0.87 -3.74 0.72 0.0589
H 0.69 -4.34 -0.91 0.3388
H -0.06 -5.20 0.48 0.4342
H -1.48 -4.54 -2.46 0.4292
H -0.79 -2.89 -2.51 0.1638
H -2.58 -3.10 -2.33 0.3170
C -2.03 1.48 3.50 -1.1243
S -1.73 2.08 1.75 0.4224
O -1.45 0.81 0.91 -0.6657
C -3.44 2.70 1.33 -1.1100
H -1.08 1.25 3.99 0.3152
H -2.62 0.56 3.57 0.3715
H -2.50 2.23 4.14 0.4603
H -4.09 1.83 1.28 0.3485
H -3.46 3.29 0.42 0.3181
H -3.78 3.43 2.08 0.4561
C 2.63 -1.17 3.15 -0.9569
S 0.96 -0.58 2.69 0.2984
O 0.92 -0.55 1.15 -0.3254
C -0.03 -2.16 3.13 -0.8181
H 2.70 -1.50 4.19 0.4144
H 3.31 -0.32 3.04 0.3446
H 2.81 -2.02 2.50 0.2572
H -0.18 -2.38 4.19 0.4871
H 0.44 -3.04 2.70 0.2041
H -1.02 -2.07 2.68 0.2012
C 3.78 -0.99 -0.79 -0.2821
S 2.42 -1.44 -2.02 0.3147
O 1.16 -0.78 -1.55 -0.0399
C 3.11 -0.44 -3.42 -1.0558
H 3.60 -1.62 0.08 0.0812
H 3.67 0.07 -0.57 -0.1892
H 4.80 -1.16 -1.15 0.5108
H 2.54 -0.49 -4.35 0.3498
H 4.14 -0.69 -3.67 0.4182
H 3.30 0.59 -3.12 0.2654
```